one.
Density functional theory data (ωB97M-V with the def2-TZVPD basis set) for a cluster of 8 separate species, H16O8 in total.

Calculated values
SMILES = O.O.O.O.O.O.O.O
LUMO = 0.0030 Ha
spin multiplicity = 1
frontier orbital gap = 11.24 eV
charge = 0

Each line ends with the Löwdin charge.
Geometry (Å):
O -4.5080 -0.9866 7.5967  -0.055
H -4.8097 -0.1397 7.9253  0.030
H -5.2398 -1.3164 7.0753  0.029
O 2.5308 -0.0489 9.0886  -0.053
H 1.9720 0.6956 8.8656  0.027
H 1.9598 -0.8121 9.0018  0.026
O -1.0491 2.1948 6.3169  -0.054
H -1.3893 1.3184 6.1370  0.026
H -1.7473 2.7858 6.0350  0.028
O -4.4300 0.4500 1.6110  -0.055
H -3.6929 -0.1042 1.8676  0.028
H -4.5878 0.2296 0.6930  0.030
O 3.0197 6.0369 6.4840  -0.054
H 2.5995 5.2233 6.2051  0.028
H 2.8641 6.6468 5.7629  0.027
O -1.2341 -3.2082 9.5471  -0.053
H -1.7994 -2.7026 8.9631  0.021
H -1.7328 -4.0034 9.7347  0.029
O -0.6972 5.0042 11.1651  -0.055
H -0.5368 5.4991 10.3617  0.027
H -0.3778 5.5733 11.8654  0.028
O -5.8860 4.6418 1.9655  -0.053
H -5.4472 3.7938 2.0320  0.022
H -5.3937 5.1149 1.2946  0.028

two.
Density functional theory data (ωB97M-V with the def2-TZVPD basis set) for a cluster of 8 separate species, H16O8 in total.

Calculated values
SMILES = O.O.O.O.O.O.O.O
LUMO = -0.0243 Ha
spin multiplicity = 1
frontier orbital gap = 9.49 eV
charge = 0

Each line ends with the Löwdin charge.
Geometry (Å):
H 0.9473 -1.0382 -0.3677  0.036
H 0.0787 -2.0569 0.3519  0.083
H 1.5596 4.1538 0.8914  0.036
H 1.4657 3.1980 -0.2866  0.007
H 2.6347 -1.8195 2.1057  0.020
H 3.1185 -0.3913 2.2962  0.032
H 2.8652 -1.8014 -1.5504  0.039
H 1.4585 -1.3155 -1.8590  -0.007
H -3.1642 -2.0159 -0.3054  0.048
H -3.1417 -1.4392 -1.7114  0.054
H 0.0374 1.2310 -2.8533  0.040
H 0.5764 1.6005 -1.4810  0.007
H -2.6212 1.2396 1.6277  0.047
H -2.8248 -0.0989 2.3186  0.053
H -0.5216 -0.1620 0.5892  -0.022
H -2.0308 -0.1005 0.7587  -0.025
O 0.0585 -1.4111 -0.3633  -0.041
O 1.5003 4.1367 -0.0705  -0.049
O 3.1923 -1.2753 2.6731  -0.050
O 2.1297 -1.9393 -2.1579  -0.044
O -2.6566 -1.4304 -0.8786  -0.039
O -0.1623 1.7669 -2.0774  -0.038
O -3.2449 0.5082 1.6989  -0.072
O -1.2546 0.4608 0.6511  -0.115

Stability verdict: one, ahead by 1.517 eV